Entry 1:
8
Properties=species:S:1:pos:R:3:forces:R:3:mulliken_charge:R:1 method="wB97M-V/def2-TZVPD" smiles="ClC#CCl.C=O" homo_ev=-9.360 e_tot_ev=-30231.959
Cl 2.3137 -1.9449 1.3512 0.39 -0.53 0.24 -0.14
C 2.1446 -0.3669 0.9834 -1.41 1.30 -0.48 0.25
C 1.5871 0.6591 0.6538 1.29 -0.61 0.13 0.04
Cl 1.1492 2.1285 0.0678 0.03 -0.01 0.16 -0.15
C -1.7957 -0.1509 -0.7814 -0.49 0.86 -0.25 -0.11
O -0.9264 -0.1022 0.0431 -0.34 -0.34 -0.27 -0.33
H -1.6778 0.4055 -1.7844 -0.25 -0.88 0.97 0.20
H -2.7946 -0.6282 -0.5335 0.77 0.22 -0.50 0.23



Entry 2:
9
Properties=species:S:1:pos:R:3:forces:R:3:mulliken_charge:R:1 method="wB97M-V/def2-TZVPD" smiles="FC(F)/C(I)=C/Cl" homo_ev=-9.585 e_tot_ev=-29200.262
F -0.4521 -2.0351 0.2423 -0.33 -1.38 -1.24 -0.24
C -0.2095 -0.8609 0.8369 -2.80 0.92 -1.25 0.25
F 1.0020 -1.0072 1.3403 0.83 0.69 1.09 -0.25
C -0.2901 0.2993 -0.2064 -0.67 -0.20 0.78 -0.31
I -2.1879 1.1816 -0.5805 0.63 -0.60 0.39 0.14
C 0.7983 0.7690 -0.7840 -3.14 1.38 -0.26 -0.16
Cl 0.8047 2.1649 -1.7651 0.42 -0.08 -0.25 -0.16
H -1.1185 -0.7912 1.5120 1.70 0.51 0.32 0.24
H 1.6531 0.2796 -0.5954 3.35 -1.25 0.43 0.49



Entry 3:
9
Properties=species:S:1:pos:R:3:forces:R:3:mulliken_charge:R:1 method="wB97M-V/def2-TZVPD" homo_ev=-12.511 e_tot_ev=-22588.567
C -0.7011 1.2361 -0.4223 -0.42 -3.63 1.92 -0.17
C 0.9196 -0.4740 -0.0108 -0.77 0.80 2.25 -0.43
C -0.5435 -0.1248 0.0708 -2.11 0.16 3.83 0.95
N -0.6616 2.2678 -0.8508 0.00 3.70 -1.53 -0.27
F 1.1101 -1.7801 -0.2404 0.51 -0.33 -0.21 -0.25
F -0.8915 -0.0179 1.7279 0.84 -0.09 -3.91 -0.38
Cl -1.7764 -1.2152 -0.5065 0.83 0.37 0.09 -0.08
H 1.3313 -0.1141 0.9934 -0.25 -0.74 -1.30 0.27
H 1.2130 0.2222 -0.7613 1.37 -0.25 -1.13 0.35



Entry 4:
9
Properties=species:S:1:pos:R:3:forces:R:3:mulliken_charge:R:1 method="wB97M-V/def2-TZVPD" homo_ev="-8.286 / -9.425" e_tot_ev=-23814.523
C 0.6354 -0.4076 -0.0454 2.41 1.26 -0.94 -0.43
C 0.5516 1.1619 -0.4073 -1.23 0.57 2.34 0.22
C -0.6754 -0.8972 0.2402 -0.13 -0.85 -0.01 0.34
F -0.4974 1.4761 -1.1750 0.51 -0.25 -0.40 -0.19
F 0.3742 1.9418 0.7254 0.52 -0.76 -0.96 -0.22
F -1.0454 -0.8428 1.5159 -0.09 0.18 0.27 -0.20
Cl -1.9645 -1.1338 -0.8065 0.00 0.07 -0.29 -0.12
H 1.3212 -0.7105 -0.8657 -1.44 -0.89 0.05 0.31
H 1.3003 -0.5880 0.8183 -0.56 0.66 -0.07 0.30